# 1
The following is a quantum chemistry calculation of a structure of composition C18H18NO4Tc, from the OMol25 dataset.

Structure (XYZ):
```
42
Properties=species:S:1:pos:R:3:lowdin_spin:R:1
H -5.579 -4.064 0.030 0.00
C 0.901 3.216 -1.562 0.15
H -0.038 -2.647 -0.954 0.00
H -4.568 -5.105 2.067 0.01
C 1.269 1.797 2.127 -0.01
Tc 0.760 0.998 -0.116 0.60
H 0.978 4.228 -1.191 0.00
C -0.247 1.271 -2.058 0.02
H 2.955 3.260 2.053 0.00
H -1.246 3.060 -1.085 0.00
H 1.575 0.259 -2.971 0.00
H -0.972 -2.749 1.491 0.01
C -4.580 -3.774 0.358 -0.01
H -1.091 0.708 -2.463 0.00
C -1.977 -3.062 1.182 0.10
C -2.710 -3.993 1.907 -0.01
O 0.358 -0.834 -0.169 0.09
H 4.034 1.062 0.380 0.00
N 3.393 3.821 -0.481 0.42
C -0.420 -1.623 -1.093 0.08
H 0.654 -0.271 2.752 0.00
C 2.529 2.337 1.522 0.01
C 1.828 2.301 -2.152 0.10
C 2.500 -0.037 1.391 0.00
C -3.883 -2.815 -0.358 0.10
H 0.620 2.458 2.667 0.00
H 2.775 -1.085 1.236 0.00
H -0.256 -1.283 -2.139 0.02
C -1.866 -1.534 -0.794 0.48
C 1.154 1.105 -2.448 0.01
C 1.287 0.381 2.122 0.03
C -4.005 -4.362 1.499 0.11
O 3.050 4.942 -0.229 0.23
C -0.357 2.574 -1.445 -0.01
O 4.495 3.333 -0.508 0.22
H -4.296 -2.360 -1.265 0.00
H -2.276 -4.446 2.802 0.00
O 1.996 2.588 0.149 0.14
H -2.394 -0.645 -1.167 0.02
C 3.303 1.083 1.174 0.03
C -2.552 -2.442 0.013 0.05
H 2.899 2.348 -2.273 0.00
```

Properties
Relative energy (zero: lowest compared OMol25 entry of this formula, charge and spin) ... 27.00 kcal per mole
E_HOMO (spin up / spin down) ... -10.24 / -11.90 eV
2S+1 ... 4
Energy ... -1132.5623 Eh
Charge ... +1
Kohn-Sham gap (spin up / spin down) ... 4.87 / 6.29 eV

# 2
The following is a quantum chemistry calculation of a structure of composition C18H19AgO12S, from the OMol25 dataset.

Structure (XYZ):
```
51
Properties=species:S:1:pos:R:3:mulliken_charge:R:1
C 1.805 -2.403 -2.951 0.67
O 1.606 -1.300 -0.783 -0.57
Ag 0.687 0.165 0.944 1.01
H -1.069 -1.550 -0.988 0.02
O -5.275 1.534 0.956 -0.77
C -1.200 2.229 -2.009 -0.51
C -0.325 -2.746 -4.200 0.59
H -3.259 1.196 3.042 0.09
O 3.061 0.983 1.176 -0.13
C -3.021 0.112 0.354 -0.43
O 5.915 -0.377 1.695 -1.07
S -3.774 1.749 0.755 0.45
C 1.246 1.991 -2.483 0.54
C -0.306 1.419 -4.332 0.88
C -1.166 -1.161 3.909 -0.52
C 3.718 0.901 2.428 -1.30
O -0.696 1.034 -5.444 -0.82
H -3.342 -0.250 -0.624 0.35
H 1.617 -3.192 -5.003 0.22
O 2.441 1.879 -2.058 -0.73
H -3.205 -0.626 1.134 0.50
H -1.569 -2.176 4.078 0.26
C -1.108 -2.231 -3.023 0.57
O -0.908 -3.103 -5.292 -0.91
H 5.366 0.050 3.605 0.62
H -1.942 0.247 0.274 -0.23
H 0.779 -1.586 4.937 0.29
H 4.283 1.836 2.624 0.44
H -2.009 -0.480 4.112 -0.03
H -2.076 2.410 -1.401 0.48
C 1.010 1.579 -3.794 -1.13
C 1.061 -2.798 -4.161 -0.99
H -3.470 2.931 2.827 0.39
O 0.208 2.351 -0.198 -0.95
H -1.943 2.205 2.392 0.27
C -3.020 2.037 2.390 -0.74
C 0.100 2.298 -1.499 0.47
C -0.485 -1.896 -1.831 -0.28
H 2.972 0.940 3.236 0.19
O 3.033 -2.438 -2.844 -0.77
H 4.398 -1.142 2.684 0.07
O -2.633 1.951 -3.867 -0.81
C 0.984 -1.835 -1.691 0.36
C 4.890 -0.158 2.628 -0.79
O -0.591 -0.945 2.692 -0.33
H 1.844 1.219 -4.382 0.22
C -1.480 1.898 -3.399 0.38
C -0.173 -1.076 5.087 -1.34
H -0.032 -0.040 5.407 0.27
O -2.377 -2.072 -3.102 -0.89
H -0.572 -1.561 5.991 0.46
```

Properties
E_HOMO ... 9.38 eV
2S+1 ... 1
Energy ... -2144.1672 Eh
Charge ... -6
Kohn-Sham gap ... 1.43 eV

# 3
The following is a quantum chemistry calculation of a structure of composition C18H19AuIN5O3, from the OMol25 dataset.

Structure (XYZ):
```
47
Properties=species:S:1:pos:R:3:mulliken_charge:R:1
C 1.504 -0.816 4.787 0.02
C -2.696 -3.160 3.896 -0.99
H 0.632 -0.604 5.393 0.51
C -3.131 -1.938 3.132 0.56
C -4.742 1.362 1.001 -1.07
C 1.397 -0.694 3.403 0.18
H -5.801 1.196 0.819 0.37
O 2.380 3.250 -1.039 -0.60
H 0.712 5.037 -2.405 0.30
H -0.617 -1.950 3.672 0.76
H -2.217 -4.129 2.277 0.37
C -4.457 -1.816 2.811 -0.81
H 4.617 -1.479 2.599 0.35
N -1.945 3.572 0.471 -0.20
H -1.083 6.998 -1.251 0.35
C 1.284 3.690 -0.816 0.31
H -2.170 5.768 -1.924 0.33
N -0.576 5.067 -0.722 0.06
Au 0.405 1.212 0.908 0.42
H -2.143 -2.896 4.799 0.38
C -2.745 0.192 1.999 0.04
H -5.170 -2.575 3.112 0.32
C 2.704 -1.176 5.378 -0.68
O -2.025 1.158 1.606 -1.02
H -4.623 2.274 1.595 0.21
C -0.794 3.896 -0.089 0.77
H -2.246 6.209 -0.201 0.37
H 1.378 5.850 -0.969 0.31
H -4.222 1.518 0.052 0.30
C 3.751 -1.294 3.218 -0.47
O -1.823 -4.003 3.147 -0.52
C -2.225 -0.922 2.718 0.28
H -2.732 4.190 0.391 0.22
C 2.547 -0.939 2.638 -0.11
H 2.764 -1.263 6.454 0.37
N 0.278 3.088 -0.082 -0.67
I 2.379 -0.757 0.557 0.10
C -0.830 -1.062 3.077 -0.23
N 0.192 -0.312 2.792 -0.42
N -4.971 -0.765 2.125 -0.70
C -4.172 0.189 1.740 0.78
C -1.578 6.050 -1.048 -1.06
H -2.078 2.640 0.930 0.28
H -3.588 -3.708 4.213 0.36
C 3.830 -1.414 4.599 -0.52
C 0.746 5.030 -1.312 -0.30
H 4.769 -1.689 5.060 0.37
```

Properties
Relative energy (zero: lowest compared OMol25 entry of this formula, charge and spin) ... 9.29 kcal per mole
E_HOMO ... -7.40 eV
2S+1 ... 1
Energy ... -1630.2297 Eh
Kohn-Sham gap ... 7.63 eV

# 4
The following is a quantum chemistry calculation of a structure of composition C18H19BeN4S3Te, from the OMol25 dataset.

Structure (XYZ):
```
46
Properties=species:S:1:pos:R:3:mulliken_charge:R:1
H -1.055 -2.453 -1.960 0.41
H 1.637 -3.486 -1.223 0.46
C -1.740 -1.619 -2.008 -0.45
N -0.461 -0.070 -0.449 0.32
C -2.383 0.635 -1.422 0.22
S 0.998 -0.471 2.310 -0.40
C -0.463 4.359 -1.100 -0.69
H 4.408 -0.915 3.715 0.37
H -1.230 -2.669 1.686 0.45
Te 0.947 3.105 -2.025 -0.19
H 0.313 4.643 0.881 0.45
H 5.374 -0.973 0.212 0.35
H 5.423 0.081 1.625 0.33
H -1.452 -5.134 1.092 0.18
H -4.165 1.446 -2.325 0.39
H -2.071 2.612 -0.736 0.01
H 3.452 0.546 3.988 0.25
C 0.809 -3.683 -0.564 -0.50
C -2.536 5.681 -0.526 -0.36
N -0.795 -4.509 0.662 -0.06
C 3.397 -0.507 3.690 -1.44
C -3.744 -0.586 -2.916 -0.48
C 0.137 -4.834 -0.303 -0.56
N 0.295 -2.676 0.216 0.11
C 3.481 -0.789 1.206 0.46
C -0.493 4.834 0.187 0.03
C -1.501 -0.443 -1.301 0.79
C -0.656 -3.201 0.945 -0.24
C -1.663 5.585 0.512 -0.52
H -3.486 6.191 -0.551 0.38
S -1.917 4.858 -1.909 -0.23
H 0.240 -5.830 -0.691 0.43
Be 0.817 -0.964 0.308 0.26
C 4.994 -0.841 1.223 -1.63
C -2.871 -1.675 -2.805 -0.81
H -3.075 -2.574 -3.372 0.39
S 2.740 -0.841 -0.401 -0.44
H -0.129 1.715 0.610 0.52
H 2.799 -1.022 4.443 0.32
N -1.876 1.627 -0.604 0.16
H -4.608 -0.661 -3.565 0.36
H -1.841 6.029 1.483 0.35
C -3.509 0.591 -2.230 -0.75
C 2.763 -0.643 2.331 0.49
H 5.365 -1.671 1.832 0.31
C -0.666 1.202 -0.170 -0.82
```

Properties
Relative energy (zero: lowest compared OMol25 entry of this formula, charge and spin) ... 5.41 kcal per mole
E_HOMO ... -3.16 eV
2S+1 ... 1
Energy ... -2393.8744 Eh
Charge ... -1
Kohn-Sham gap ... 5.34 eV

# 5
The following is a quantum chemistry calculation of a structure of composition C18H19Cl3N6RuS, from the OMol25 dataset.

Structure (XYZ):
```
48
Properties=species:S:1:pos:R:3:mulliken_charge:R:1
C -3.151 2.660 -0.674 -0.52
C 0.720 -2.535 -3.079 -1.32
C -4.215 1.767 -0.656 -0.60
C 0.579 -3.410 0.702 1.21
N 3.928 2.999 -0.484 -0.36
H 1.041 -6.463 -0.641 0.42
N 0.410 -1.368 -0.501 0.00
C -3.950 0.414 -0.548 -0.79
C -0.675 3.058 -0.624 0.67
H 1.671 4.064 -0.624 0.19
H -4.745 -0.317 -0.539 0.44
Cl -0.854 -0.083 4.988 -0.06
S 2.774 0.633 -0.372 -0.36
Cl 2.041 0.155 4.783 -0.06
H 0.762 -5.355 1.539 0.45
C 0.899 -4.677 -1.807 -1.01
C 0.389 0.899 2.905 -0.45
N -1.608 0.843 -0.459 0.13
C 0.431 -2.704 2.011 -0.96
C -0.849 4.535 -0.735 -1.54
H 1.029 -5.198 -2.745 0.42
H 3.976 3.998 -0.604 0.20
H 1.509 -1.782 -3.078 0.27
H 0.460 -3.404 2.841 0.41
H -2.383 -1.057 -0.366 0.45
C 0.905 -5.389 -0.609 -0.57
C 2.786 2.320 -0.468 0.74
N 1.650 3.056 -0.562 -0.44
N 0.441 2.415 -0.557 0.17
H -1.439 4.906 0.104 0.39
Ru 0.419 0.374 -0.219 0.58
H -1.387 4.776 -1.653 0.38
C 0.488 0.886 4.376 0.94
H -3.330 3.720 -0.771 0.41
C -2.635 -0.008 -0.452 -0.16
C -1.860 2.171 -0.578 0.65
H 0.859 -3.189 -3.935 0.42
H -0.222 -1.995 -3.195 0.28
C 0.746 -4.766 0.632 -1.12
Cl 0.388 2.548 4.948 -0.07
C 0.727 -3.315 -1.806 1.05
C 0.564 -2.668 -0.531 -0.20
H 1.234 -1.974 2.138 0.18
H -5.231 2.128 -0.735 0.45
H 0.080 5.098 -0.751 0.36
N 0.336 0.888 1.763 -0.13
H -0.509 -2.149 2.052 0.22
H 4.798 2.494 -0.425 0.22
```

Properties
E_HOMO ... -13.77 eV
2S+1 ... 1
Energy ... -2898.9575 Eh
Charge ... +2
Kohn-Sham gap ... 6.53 eV

# 6
The following is a quantum chemistry calculation of an isolated molecule of C18H19ClN2O3S, from the OMol25 dataset.

Structure (XYZ):
```
44
Properties=species:S:1:pos:R:3:mulliken_charge:R:1
C -0.154 -3.292 2.616 -0.71
H -0.765 -2.918 3.435 0.34
H 3.411 0.551 -2.243 0.48
C 0.156 0.398 3.495 -0.59
H -3.543 1.694 2.758 0.47
H 2.195 0.610 2.865 0.40
H -1.938 0.405 3.904 0.39
C -0.484 1.940 1.283 0.09
C 1.163 0.851 2.660 -0.73
H 1.621 1.981 0.901 0.42
C 0.840 1.617 1.554 -0.32
H -0.096 3.355 -0.139 0.51
C 0.983 -1.556 -1.149 0.11
C -2.923 1.922 1.895 -1.64
C 0.810 -3.011 -0.826 0.02
H -3.313 1.402 1.023 0.29
C -1.506 1.517 2.137 0.89
H -0.289 -5.478 2.712 0.36
C -0.620 -4.648 2.091 -0.63
Cl 1.640 2.780 -2.156 -0.14
C -0.255 -2.412 1.372 -0.17
H -2.972 2.988 1.682 0.34
H 0.391 -1.533 1.415 0.17
H 0.883 -3.351 2.948 0.35
O -1.332 2.724 -2.312 -0.66
C -0.014 -4.702 0.691 -0.76
C 2.442 0.209 -1.917 -0.78
N 0.135 -3.305 0.299 0.18
C -1.159 0.738 3.234 -0.61
C 1.392 1.114 -1.814 0.18
H -1.708 -4.669 2.033 0.31
H -0.644 -5.226 -0.031 0.34
O -2.394 1.007 -0.909 -0.70
C 2.229 -1.117 -1.589 -0.65
O 1.262 -3.876 -1.556 -0.67
N -0.814 2.696 0.131 -0.21
H -1.068 -0.943 -0.817 0.66
C -0.069 -0.650 -1.094 0.19
H 3.032 -1.833 -1.671 0.50
H 0.398 -0.205 4.357 0.45
H 0.970 -5.182 0.684 0.34
C 0.138 0.673 -1.425 -0.25
S -1.251 1.806 -1.222 1.38
H -1.290 -2.076 1.235 0.07
```

Properties
Relative energy (zero: lowest compared OMol25 entry of this formula, charge and spin) ... 18.44 kcal per mole
E_HOMO ... -9.31 eV
Structure (SMILES) ... Cc1ccccc1NS(=O)(=O)c1cc(C(=O)N2CCCC2)ccc1Cl
2S+1 ... 1
Energy ... -1890.9483 Eh
Kohn-Sham gap ... 9.53 eV

# 7
The following is a quantum chemistry calculation of an isolated molecule of C18H19ClN2O5S2, from the OMol25 dataset.

Structure (XYZ):
```
47
Properties=species:S:1:pos:R:3:mulliken_charge:R:1
H -3.157 1.163 -2.499 0.38
C -3.442 1.016 -1.468 -0.85
C 2.187 0.071 -0.160 1.27
C -4.080 -0.438 0.330 0.08
H -3.567 -4.137 0.468 0.45
C -1.805 -2.930 0.770 -0.89
H 7.227 0.149 1.222 0.25
H 2.848 1.791 0.991 0.48
H -4.004 2.782 1.368 0.44
N 0.822 0.375 -0.050 0.22
O -0.486 -2.401 -1.634 -0.71
O 5.554 1.257 0.746 -0.49
N -1.226 -1.669 0.373 0.20
H 0.366 -0.051 -2.044 0.54
H -4.497 0.510 2.200 0.40
C 4.455 0.589 0.280 0.35
H -1.811 -2.985 1.859 0.41
H 7.333 1.121 -0.284 0.25
C -0.623 -1.515 -0.814 0.62
C 4.864 -0.542 -0.427 0.93
C -3.218 -3.134 0.226 -0.67
H 0.076 3.720 1.250 0.43
Cl -3.116 3.677 -1.185 -0.20
H -0.543 3.099 -0.295 0.15
O -1.183 0.987 1.291 -0.51
C -3.531 2.097 -0.606 0.58
C -3.728 -0.252 -1.000 -0.12
C -0.107 -0.086 -1.058 -0.90
O 1.020 1.298 2.309 -0.67
H 4.252 -2.257 -1.550 0.44
C 3.133 0.928 0.419 -1.37
H 1.869 -1.721 -1.297 0.48
H -0.967 0.587 -1.040 -0.02
C 6.671 0.496 0.336 -0.27
C 3.946 -1.380 -1.007 -1.46
S -4.447 -2.032 1.010 -0.17
H -3.239 -3.001 -0.853 0.33
H -1.374 -0.848 0.950 0.26
H -3.663 -1.087 -1.680 0.44
H -1.172 -3.727 0.364 0.41
C 2.598 -1.061 -0.859 -0.34
S 0.201 1.355 1.143 0.89
H 1.218 3.187 -0.007 0.36
C -3.929 1.931 0.710 -0.68
C 0.247 3.022 0.441 -0.82
O 6.234 -0.616 -0.414 -0.49
C -4.203 0.661 1.174 -0.40
```

Properties
Relative energy (zero: lowest compared OMol25 entry of this formula, charge and spin) ... 0.00 kcal per mole
E_HOMO ... -7.99 eV
Structure (SMILES) ... CS(=O)(=O)N(CC(=O)NCCSc1ccc(Cl)cc1)c1ccc2c(c1)OCO2
2S+1 ... 1
Energy ... -2439.5935 Eh
Kohn-Sham gap ... 8.50 eV

# 8
The following is a quantum chemistry calculation of an isolated molecule of C18H19ClN4O4S, from the OMol25 dataset.

Structure (XYZ):
```
47
Properties=species:S:1:pos:R:3:mulliken_charge:R:1
Cl 2.243 -1.244 1.591 -0.19
H -2.051 3.113 2.238 0.34
H -7.131 -2.871 -0.387 0.29
C 0.368 0.192 -3.098 -1.12
H 5.934 0.699 -0.887 0.35
N -1.291 1.665 0.948 0.04
H -6.741 -1.927 1.910 0.29
H 1.298 -0.122 -3.567 0.39
C -4.477 0.468 -1.139 -0.47
H -5.448 0.852 -1.444 0.43
C 3.618 1.235 0.354 -1.17
C 5.592 -2.560 -0.094 -0.39
H 6.088 -3.511 -0.209 0.37
H -3.718 0.572 -1.913 0.31
O -3.643 -1.674 -0.422 -0.58
C 1.270 1.609 0.885 0.13
H 3.933 -3.383 0.989 0.43
O 2.916 0.528 -2.113 -0.67
C -4.582 -0.966 -0.666 0.57
H -6.332 -3.649 1.846 0.36
C 6.153 -1.407 -0.614 -0.75
C 4.289 -0.103 0.203 0.27
C 4.384 -2.494 0.577 -0.64
O 1.591 2.034 1.980 -0.73
C -0.313 0.989 -0.904 1.22
H -2.198 1.439 2.804 0.35
C 5.503 -0.196 -0.467 -0.44
C -6.058 -2.661 1.488 -1.08
H 3.604 1.543 1.405 0.38
N 0.683 0.669 -1.769 0.02
C 3.746 -1.274 0.725 0.76
H -0.327 -0.644 -3.024 0.34
O -5.859 -1.320 -0.538 -0.36
C -1.553 2.143 2.275 -1.02
C -0.054 1.447 0.378 0.21
H -5.047 -2.435 1.818 0.31
C 1.997 0.785 -1.365 0.72
H -0.094 0.990 -3.680 0.31
C -2.190 1.335 -0.001 0.01
C -6.127 -2.632 -0.032 -0.22
S -3.900 1.476 0.266 -0.20
N 2.220 1.218 -0.067 -0.01
H 4.159 1.978 -0.236 0.39
H -5.401 -3.331 -0.459 0.31
N -1.641 0.933 -1.137 -0.59
H 7.094 -1.451 -1.140 0.38
H -0.600 2.238 2.793 0.34
```

Properties
Relative energy (zero: lowest compared OMol25 entry of this formula, charge and spin) ... 0.00 kcal per mole
E_HOMO ... -8.01 eV
Structure (SMILES) ... CCOC(=O)CSc1nc2c(c(=O)n(Cc3ccccc3Cl)c(=O)n2C)n1C
2S+1 ... 1
Energy ... -2075.7735 Eh
Kohn-Sham gap ... 8.54 eV